(1)
{"formula": "C20H11F6N8O4ReS4", "method": "wB97M-V/def2-TZVPD", "species": ["Re", "N", "C", "N", "C", "N", "N", "C", "C", "C", "C", "C", "C", "N", "C", "C", "C", "C", "C", "C", "H", "H", "H", "H", "H", "H", "H", "H", "H", "H", "H", "S", "C", "C", "N", "C", "S", "C", "N", "F", "C", "F", "F", "S", "O", "O", "N", "S", "O", "O", "C", "F", "F", "F"], "coordinates": [[0.547, -0.155, -0.374], [0.085, 0.298, 3.871], [0.323, -0.283, 2.716], [-0.333, -0.010, 1.607], [-1.316, 1.006, 1.630], [-1.950, 1.312, 0.550], [-1.428, 0.530, -0.467], [-2.182, 0.103, -1.402], [-1.630, -1.032, -2.145], [-2.285, -1.661, -3.178], [-1.760, -2.846, -3.679], [-0.605, -3.359, -3.117], [0.026, -2.661, -2.101], [-0.471, -1.516, -1.621], [-1.590, 1.687, 2.886], [-2.523, 2.723, 2.981], [-2.721, 3.352, 4.190], [-1.991, 2.959, 5.316], [-1.062, 1.943, 5.237], [-0.869, 1.319, 4.013], [0.646, 0.033, 4.668], [1.117, -1.019, 2.689], [-3.199, 0.461, -1.520], [-3.196, -1.232, -3.573], [-2.253, -3.363, -4.491], [-0.172, -4.285, -3.465], [0.957, -2.995, -1.666], [-3.066, 3.021, 2.095], [-3.438, 4.157, 4.268], [-2.150, 3.461, 6.261], [-0.488, 1.643, 6.105], [1.846, 0.243, -2.305], [3.282, -0.696, -2.087], [4.260, -0.601, -3.136], [5.038, -0.514, -3.977], [3.494, -1.466, -1.001], [2.317, -1.637, 0.260], [4.705, -2.223, -0.844], [5.661, -2.850, -0.727], [3.760, 2.458, 2.823], [2.923, 3.154, 2.063], [1.759, 3.256, 2.696], [3.410, 4.358, 1.830], [2.739, 2.260, 0.434], [1.566, 1.378, 0.782], [3.977, 1.601, 0.201], [2.369, 3.293, -0.658], [0.816, 3.670, -0.812], [0.270, 4.360, 0.321], [0.048, 2.556, -1.344], [0.971, 4.876, -2.193], [1.415, 4.272, -3.284], [1.791, 5.855, -1.855], [-0.245, 5.363, -2.417]], "forces_ev_per_angstrom": [[1.53, 0.00, 0.20], [-0.03, 0.07, 0.08], [-0.06, 0.02, -0.13], [-0.13, -0.02, 0.32], [0.07, 0.05, 0.28], [0.32, -0.31, -0.29], [-0.37, 0.41, 0.16], [-0.03, -0.21, -0.23], [-0.13, 0.16, 0.21], [-0.04, -0.06, -0.11], [-0.05, 0.04, -0.01], [0.07, -0.02, 0.04], [-0.01, 0.09, -0.10], [-0.27, -0.05, -0.05], [-0.07, -0.01, -0.19], [0.00, 0.02, -0.01], [0.03, -0.03, 0.03], [-0.03, 0.03, -0.01], [0.00, 0.02, 0.00], [0.15, -0.15, 0.12], [-0.03, 0.00, 0.01], [-0.01, -0.02, -0.02], [-0.01, -0.05, 0.00], [0.00, -0.02, -0.01], [0.00, 0.00, 0.00], [0.00, 0.00, -0.01], [-0.01, -0.03, 0.01], [0.00, 0.00, 0.00], [0.00, 0.00, 0.00], [-0.01, 0.00, 0.00], [0.00, 0.00, 0.00], [-0.26, 0.14, 0.19], [0.18, 0.09, -0.29], [-0.12, 0.02, 0.24], [-0.01, -0.01, -0.07], [0.40, -0.24, 0.17], [-0.54, 0.16, 0.00], [-0.22, 0.14, -0.08], [0.02, -0.03, 0.06], [0.00, 0.02, 0.05], [0.06, 0.02, -0.12], [-0.07, 0.00, -0.01], [0.04, -0.04, 0.08], [-0.13, 0.02, -0.29], [0.04, -0.10, -0.33], [-0.10, 0.01, 0.01], [-0.15, -0.23, 0.31], [-0.27, -0.18, 0.15], [0.11, -0.07, -0.21], [0.17, 0.29, -0.06], [-0.01, 0.09, -0.02], [0.01, -0.02, 0.00], [-0.04, -0.01, 0.00], [0.03, 0.00, -0.03]], "homo_energy_ev": [-11.18, -11.63], "relative_energy_kcal_mol": 13.58, "total_charge": 1, "spin_multiplicity": 4, "gap_ha": [0.2391, 0.2180], "e_lumo_ha": [-0.172, -0.209], "s_squared": 3.78}


(2)
{"formula": "C20H12Cl5CrN7O3", "method": "wB97M-V/def2-TZVPD", "species": ["Cr", "Cl", "C", "C", "Cl", "C", "Cl", "C", "O", "C", "Cl", "C", "Cl", "N", "C", "N", "C", "N", "N", "C", "N", "C", "C", "C", "C", "C", "N", "H", "H", "H", "H", "H", "H", "H", "H", "O", "C", "O", "C", "C", "C", "C", "C", "N", "H", "H", "H", "H"], "coordinates": [[0.444, -0.202, -0.687], [2.574, -1.030, -7.315], [1.725, -0.968, -5.840], [2.289, -1.336, -4.642], [3.939, -1.870, -4.571], [1.586, -1.199, -3.441], [2.344, -1.676, -1.943], [0.296, -0.735, -3.373], [-0.384, -0.618, -2.234], [-0.324, -0.479, -4.608], [-1.964, -0.027, -4.593], [0.360, -0.655, -5.820], [-0.502, -0.459, -7.246], [3.389, -0.553, 0.635], [2.520, -1.293, 1.381], [2.932, -2.229, 2.231], [1.918, -2.822, 2.875], [2.068, -3.969, 3.500], [0.686, -2.261, 3.071], [0.369, -1.313, 2.234], [1.187, -0.932, 1.233], [-0.685, -0.301, 2.581], [-1.951, -0.718, 2.982], [-2.875, 0.208, 3.523], [-2.413, 1.497, 3.677], [-1.090, 1.833, 3.273], [-0.253, 0.970, 2.722], [3.087, 0.383, 0.352], [4.364, -0.728, 0.717], [2.958, -4.479, 3.526], [1.250, -4.273, 3.946], [-2.200, -1.729, 2.869], [-3.837, -0.060, 3.887], [-3.020, 2.184, 4.188], [-0.719, 2.873, 3.482], [1.402, 3.455, 0.018], [0.823, 2.432, -0.205], [1.479, 1.348, -0.627], [-0.680, 2.253, -0.096], [-1.568, 3.370, 0.017], [-2.921, 3.074, -0.011], [-3.330, 1.768, -0.214], [-2.385, 0.756, -0.358], [-1.064, 1.022, -0.252], [-1.155, 4.347, 0.004], [-3.662, 3.908, 0.100], [-4.337, 1.496, -0.454], [-2.673, -0.262, -0.496]], "forces_ev_per_angstrom": [[1.35, -0.61, 1.09], [0.14, -0.05, -0.02], [-0.79, -0.38, -0.08], [1.12, 0.12, 0.82], [-0.37, 0.08, -0.13], [0.78, -0.49, -0.16], [-0.54, 0.50, 0.16], [-0.56, -0.15, -1.01], [-0.08, 0.05, -0.31], [0.48, -0.28, -0.18], [-0.43, 0.15, 0.08], [-0.16, 0.40, 1.06], [-0.29, 0.19, -0.95], [-1.24, -0.29, 0.59], [-0.25, 0.93, 0.00], [-0.42, 0.14, -0.72], [-0.18, 0.46, 0.10], [1.85, -0.28, -0.51], [-0.52, 0.22, -0.42], [1.23, 0.99, 0.49], [0.68, 0.18, -1.29], [-1.17, -0.35, 0.94], [-0.18, 1.42, 0.04], [2.04, -0.13, -0.63], [1.38, -0.66, -0.48], [-0.75, 0.68, 0.56], [-0.01, -0.33, -0.18], [0.13, -0.51, 0.01], [0.58, -0.17, 0.20], [-0.82, 0.44, -0.04], [-0.79, -0.82, 0.89], [-0.35, -1.31, -0.04], [-0.62, -0.38, 0.06], [-0.59, 1.11, 0.40], [-0.26, -1.15, -0.43], [-0.50, 0.32, 0.18], [0.78, 0.41, -0.02], [-0.82, -0.51, 0.11], [0.43, 2.94, -0.05], [0.57, -2.51, -0.31], [-0.35, 1.61, 0.21], [0.72, -1.08, -0.68], [0.02, 1.02, 0.69], [-1.52, -1.21, -0.21], [0.23, 0.67, 0.32], [0.72, -1.00, -0.27], [-0.55, 0.09, 0.40], [-0.10, -0.48, -0.27]], "homo_energy_ev": [-11.46, -11.48], "relative_energy_kcal_mol": 42.69, "total_charge": 1, "spin_multiplicity": 4, "gap_ha": [0.2766, 0.2819], "e_lumo_ha": [-0.145, -0.140], "s_squared": 3.78}


(3)
{"formula": "C20H12F12NO2Sn", "method": "wB97M-V/def2-TZVPD", "species": ["Sn", "C", "C", "C", "C", "C", "N", "C", "C", "C", "C", "C", "C", "C", "C", "O", "C", "F", "F", "F", "C", "F", "F", "F", "C", "C", "C", "O", "C", "F", "F", "F", "C", "F", "F", "F", "H", "H", "H", "H", "H", "H", "H", "H", "H", "H", "H", "H"], "coordinates": [[1.195, 0.575, 2.437], [4.308, -2.709, -2.521], [3.240, -1.923, -1.818], [2.861, -0.657, -2.239], [1.930, 0.061, -1.522], [1.342, -0.446, -0.356], [0.489, 0.370, 0.387], [-0.638, 0.895, -0.189], [-1.035, 0.489, -1.479], [-2.165, 0.967, -2.100], [-3.000, 1.868, -1.461], [-4.275, 2.373, -2.071], [-2.649, 2.255, -0.176], [-1.510, 1.798, 0.470], [-1.257, 2.276, 1.896], [-0.790, 1.342, 2.770], [-0.288, 3.479, 1.803], [-0.845, 4.595, 1.313], [0.253, 3.810, 2.984], [0.759, 3.231, 0.995], [-2.536, 2.765, 2.626], [-3.516, 1.862, 2.568], [-2.275, 2.961, 3.925], [-3.089, 3.933, 2.224], [1.707, -1.741, 0.063], [2.637, -2.449, -0.685], [1.098, -2.355, 1.321], [1.113, -1.580, 2.439], [-0.349, -2.798, 0.996], [-1.171, -1.787, 0.748], [-0.908, -3.512, 1.980], [-0.405, -3.590, -0.101], [1.838, -3.636, 1.777], [3.152, -3.423, 1.944], [1.390, -4.059, 2.960], [1.738, -4.708, 0.963], [4.651, -2.186, -3.413], [3.941, -3.693, -2.807], [5.163, -2.854, -1.859], [3.306, -0.225, -3.126], [1.643, 1.056, -1.835], [-0.441, -0.251, -1.993], [-2.402, 0.627, -3.100], [-4.386, 2.020, -3.093], [-4.308, 3.463, -2.061], [-5.127, 2.015, -1.492], [-3.312, 2.945, 0.320], [2.925, -3.450, -0.411]], "forces_ev_per_angstrom": [[-0.71, -0.52, -0.38], [-0.03, 0.04, 0.00], [-0.04, -0.05, 0.10], [0.00, 0.00, -0.03], [0.08, -0.02, 0.17], [0.27, -0.04, -0.28], [0.30, 0.13, 0.87], [-0.32, -0.10, -0.19], [0.12, -0.11, 0.07], [-0.13, 0.17, 0.08], [0.01, 0.01, 0.03], [0.06, -0.05, 0.11], [0.04, -0.09, -0.38], [-0.24, 0.03, 0.13], [-0.01, 0.10, 0.07], [1.15, -0.86, -0.23], [0.45, 0.79, 0.06], [-0.26, 0.16, -0.17], [-0.12, -0.03, 0.35], [0.21, -0.40, -0.18], [-0.57, 0.37, 0.55], [-0.05, -0.40, -0.14], [0.17, 0.04, 0.21], [0.02, 0.12, -0.34], [0.03, 0.15, -0.04], [0.21, 0.12, -0.39], [-0.34, -0.18, 0.08], [-0.13, 1.17, 0.22], [-0.63, -0.41, -0.38], [-0.02, 0.40, 0.11], [-0.02, -0.06, 0.36], [0.22, -0.08, -0.23], [0.38, -0.63, 0.41], [0.27, 0.33, -0.06], [-0.14, 0.02, 0.28], [-0.13, -0.06, -0.37], [0.03, -0.04, -0.06], [0.03, -0.09, -0.08], [0.08, -0.04, -0.04], [0.06, 0.04, -0.05], [0.00, 0.05, -0.01], [0.01, -0.01, -0.03], [-0.06, -0.10, -0.10], [-0.04, 0.04, -0.12], [-0.05, 0.08, -0.10], [-0.17, 0.00, -0.03], [0.00, 0.04, 0.07], [0.01, -0.05, 0.11]], "homo_energy_ev": -4.37, "total_charge": -1, "gap_ha": 0.2645, "e_lumo_ha": 0.104}


(4)
{"formula": "C20H13F3N7O6RuS2", "method": "wB97M-V/def2-TZVPD", "species": ["Ru", "N", "C", "S", "N", "N", "C", "C", "C", "C", "C", "C", "N", "H", "H", "H", "H", "H", "H", "H", "F", "C", "F", "F", "C", "C", "C", "C", "N", "C", "S", "H", "H", "H", "O", "C", "O", "C", "C", "C", "C", "C", "C", "N", "O", "O", "N", "O", "O", "H", "H", "H"], "coordinates": [[0.059, 0.347, 0.193], [-1.178, -3.561, 1.879], [-0.973, -2.403, 1.209], [-0.070, -1.114, 2.029], [-1.341, -2.277, -0.023], [-1.083, -1.138, -0.632], [-1.517, -0.936, -1.877], [-1.243, 0.306, -2.458], [-1.709, 0.711, -3.731], [-1.406, 1.963, -4.190], [-0.646, 2.828, -3.386], [-0.219, 2.385, -2.151], [-0.490, 1.168, -1.697], [-1.102, -3.535, 2.882], [-1.856, -4.195, 1.481], [-2.078, -1.718, -2.370], [-2.307, 0.020, -4.303], [-1.754, 2.292, -5.157], [-0.396, 3.818, -3.725], [0.371, 3.029, -1.507], [5.580, 0.461, -1.093], [5.052, -0.353, -2.014], [4.595, 0.419, -3.013], [6.074, -1.057, -2.525], [3.982, -1.250, -1.457], [4.138, -2.625, -1.438], [3.125, -3.409, -0.902], [1.971, -2.779, -0.466], [1.807, -1.470, -0.505], [2.798, -0.686, -0.947], [2.520, 1.001, -0.802], [5.035, -3.077, -1.835], [3.220, -4.479, -0.829], [1.142, -3.347, -0.065], [-1.375, 2.253, 1.083], [-0.325, 2.550, 1.673], [0.743, 1.890, 1.505], [-0.220, 3.716, 2.613], [-1.149, 4.750, 2.618], [-0.935, 5.848, 3.450], [0.164, 5.912, 4.295], [1.061, 4.855, 4.299], [0.885, 3.763, 3.457], [2.209, 4.899, 5.178], [2.956, 3.944, 5.159], [2.343, 5.884, 5.872], [-1.850, 6.966, 3.424], [-2.750, 6.935, 2.611], [-1.650, 7.868, 4.210], [-2.017, 4.709, 1.978], [0.318, 6.773, 4.929], [1.607, 2.958, 3.451]], "forces_ev_per_angstrom": [[0.07, 0.24, 0.03], [-0.32, 0.24, -0.39], [1.49, 1.55, 0.85], [-0.42, -0.15, 0.44], [-1.40, -1.99, -0.91], [0.37, 1.73, -2.39], [0.19, -2.10, 2.95], [0.85, 2.73, -0.88], [0.17, -0.89, 1.12], [0.52, 0.90, 0.33], [-0.51, -0.54, -0.49], [0.07, 0.21, 0.01], [-0.43, -0.70, -0.09], [0.08, 0.00, -0.05], [0.07, 0.02, 0.05], [-0.06, -0.01, -0.02], [-0.05, -0.05, -0.11], [-0.03, 0.01, -0.11], [0.05, 0.12, 0.00], [-0.04, -0.17, 0.00], [-0.01, 0.12, 0.19], [-0.01, -0.08, -0.08], [-0.09, 0.09, -0.09], [0.20, -0.31, -0.08], [0.04, -0.15, -0.04], [-0.18, 0.27, 0.09], [-0.12, 0.01, 0.01], [0.22, -0.44, -0.04], [-0.33, 0.62, 0.10], [0.26, 0.21, -0.12], [-1.25, -0.28, 0.37], [0.09, 0.00, 0.02], [-0.01, -0.10, -0.05], [-0.05, -0.10, 0.01], [-0.23, -0.64, -0.43], [0.36, -0.08, 0.10], [0.39, -0.25, -0.26], [0.06, 0.17, 0.15], [0.06, 0.14, 0.13], [0.88, -1.18, -0.08], [0.01, 0.14, 0.11], [-1.15, -0.18, -0.97], [0.15, 0.22, 0.24], [0.46, -0.05, 0.32], [0.11, 0.00, 0.08], [0.08, 0.10, 0.12], [-0.40, 0.47, -0.02], [-0.09, 0.01, -0.03], [-0.08, 0.11, 0.03], [-0.03, 0.01, -0.07], [0.00, -0.06, -0.01], [-0.03, 0.04, -0.03]], "homo_energy_ev": [-8.12, -8.05], "relative_energy_kcal_mol": 5.69, "spin_multiplicity": 2, "gap_ha": [0.2322, 0.2257], "e_lumo_ha": [-0.066, -0.070], "s_squared": 0.78}


(5)
{"formula": "C20H13F6N6O7S2Zr", "method": "wB97M-V/def2-TZVPD", "species": ["Zr", "F", "C", "F", "F", "S", "O", "O", "N", "S", "O", "O", "C", "F", "F", "F", "O", "N", "C", "O", "C", "C", "C", "C", "C", "C", "N", "C", "C", "C", "C", "C", "C", "C", "O", "H", "H", "H", "H", "H", "H", "H", "H", "H", "H", "H", "H", "H", "N", "C", "C", "C", "N", "C", "N"], "coordinates": [[0.677, 1.199, -0.357], [3.632, 5.036, -0.910], [2.956, 4.319, -1.758], [3.532, 3.120, -1.898], [2.782, 4.897, -2.900], [1.363, 3.631, -0.983], [0.886, 2.621, -1.933], [1.880, 2.829, 0.144], [0.225, 4.524, -0.393], [-0.961, 3.714, 0.249], [-2.166, 4.394, 0.402], [-0.985, 2.353, -0.329], [-0.540, 2.972, 2.006], [-0.176, 3.671, 3.029], [0.419, 1.918, 1.848], [-1.648, 2.279, 2.250], [2.345, 0.354, -0.840], [2.977, 0.342, 0.335], [-4.237, -3.775, -0.578], [-3.417, -2.746, -0.033], [-2.429, -3.064, 0.808], [-1.858, -4.337, 0.926], [-0.865, -4.578, 1.852], [-0.438, -3.571, 2.716], [-1.009, -2.314, 2.649], [-1.986, -2.040, 1.697], [-2.688, -0.826, 1.711], [-3.098, -0.174, 0.661], [-2.496, -0.256, -0.646], [-3.259, -0.080, -1.812], [-2.670, -0.015, -3.061], [-1.286, -0.115, -3.193], [-0.487, -0.291, -2.065], [-1.083, -0.367, -0.774], [-0.258, -0.315, 0.292], [-5.111, -3.271, -0.987], [-4.549, -4.480, 0.194], [-3.719, -4.308, -1.379], [-2.194, -5.133, 0.280], [-0.427, -5.562, 1.912], [0.317, -3.784, 3.454], [-0.698, -1.535, 3.328], [-3.038, -0.533, 2.625], [-3.914, 0.530, 0.788], [-4.333, -0.010, -1.723], [-3.289, 0.102, -3.938], [-0.835, -0.090, -4.177], [0.593, -0.523, -2.168], [4.209, 0.406, 0.301], [5.404, 0.419, 0.327], [6.730, 0.456, 0.383], [7.453, 0.294, 1.598], [8.071, 0.154, 2.547], [7.523, 0.675, -0.779], [8.175, 0.884, -1.693]], "forces_ev_per_angstrom": [[-1.21, -1.69, 0.86], [-0.53, 0.03, 0.02], [1.04, 0.17, -0.32], [0.11, 0.35, -0.24], [-0.38, -0.08, 0.32], [-0.70, 1.56, 0.40], [0.15, 0.43, -1.91], [1.59, 0.86, 1.06], [0.49, 0.76, -0.72], [0.46, 0.21, 1.72], [-0.43, 0.53, -0.15], [-2.08, 0.90, -0.26], [-0.42, -0.74, 0.45], [-0.07, 0.12, -0.86], [-0.20, 0.58, -0.01], [-0.04, 0.58, 0.23], [4.41, -1.51, -0.47], [0.52, -0.31, -0.08], [-0.33, -0.50, -0.28], [0.05, 0.44, -0.02], [0.38, 0.08, 0.76], [-0.24, 0.35, -0.32], [0.03, 0.26, 0.13], [-0.11, 0.17, -0.03], [0.07, -0.21, -0.07], [0.23, -1.36, -0.44], [-0.56, 0.74, -0.21], [-0.06, -0.18, 0.53], [0.58, 0.01, -0.69], [0.34, -0.11, 0.88], [0.67, -0.03, -0.36], [-0.59, 0.07, -0.22], [0.21, -0.18, 0.94], [-0.91, -0.64, -1.06], [-0.87, -1.53, 0.64], [0.07, -0.09, 0.03], [0.02, 0.07, -0.01], [0.01, 0.06, 0.07], [-0.05, -0.04, -0.05], [0.02, -0.10, 0.03], [0.10, 0.02, 0.11], [0.02, 0.09, 0.14], [-0.14, -0.05, -0.24], [0.03, 0.05, 0.23], [-0.14, 0.05, 0.01], [0.01, 0.01, -0.05], [0.01, 0.00, 0.03], [-0.59, -0.08, -0.09], [-0.91, -0.07, -0.58], [-0.10, -0.06, 0.14], [0.55, 0.02, -0.02], [-0.82, 0.14, -0.59], [0.56, -0.13, 0.94], [-0.81, -0.24, 0.51], [0.57, 0.18, -0.85]], "homo_energy_ev": [-16.31, -16.31], "total_charge": 3, "gap_ha": [0.1525, 0.1525], "e_lumo_ha": [-0.447, -0.447]}